No. 1
# C12H21FN2

C12H21FN2 in the gas phase (wB97M-V/def2-TZVPD, OMol25).

```
36
Properties=species:S:1:pos:R:3:forces:R:3
C -4.00381 -1.71067 -1.53785 2.217 0.404 -2.294
C -2.62265 -1.77656 -0.88801 -0.496 -3.211 -3.693
C -1.48736 -1.16943 -1.75656 -0.699 0.842 1.508
F -1.28015 -1.90348 -2.88361 -0.541 0.150 -0.336
C -1.67526 0.28830 -2.07841 -0.743 -2.132 -0.772
N -1.62878 1.37647 -2.39023 -0.231 1.877 -0.443
N -0.24745 -1.03511 -1.07189 1.276 -1.109 1.248
C 0.51623 -2.28219 -0.89887 -0.896 -0.958 -1.026
C -0.40395 -0.30936 0.15517 -1.156 0.643 1.950
C 0.87861 0.37008 0.63517 -1.355 -1.409 1.410
C 1.37548 1.49069 -0.19522 2.929 -2.191 0.465
C 2.78673 1.83266 0.32331 0.413 2.456 -0.787
C 2.50409 2.61955 1.58780 2.930 2.409 1.340
C 1.93824 1.63199 2.53116 -2.919 -0.042 0.961
C 0.65597 0.83945 2.04338 1.778 0.302 -0.059
H -4.26323 -0.69006 -1.61292 -0.599 1.258 -0.277
H -4.76902 -2.20836 -1.06531 -1.473 -1.248 1.543
H -3.95087 -2.12709 -2.55529 -0.082 0.206 0.178
H -2.42103 -2.87940 -0.78400 0.380 1.040 0.159
H -2.75538 -1.36742 0.02414 0.448 1.527 3.040
H 1.51114 -2.10893 -1.30400 0.422 -0.079 0.937
H 0.42051 -2.84841 0.09129 0.336 1.184 -1.089
H 0.11279 -2.94555 -1.68077 0.142 -0.180 0.503
H -0.80711 -0.98688 1.04628 0.749 1.009 -1.630
H -1.19689 0.50092 0.03263 0.972 -0.973 0.185
H 1.64019 -0.42869 0.71426 -0.001 0.356 -0.417
H 0.83947 2.40783 -0.18102 -0.958 0.368 -0.690
H 1.62057 0.93524 -1.05627 -0.625 0.515 -2.381
H 3.27842 2.43271 -0.53078 -0.284 -0.817 1.585
H 3.44391 1.01952 0.68687 -0.458 -0.063 -0.957
H 3.46197 3.14002 2.10455 -1.595 -1.519 -1.155
H 1.91325 3.51823 1.49962 -0.743 0.083 -0.679
H 2.74837 0.99793 2.74954 0.713 -1.512 0.403
H 1.58186 2.00682 3.48102 0.437 0.716 0.397
H 0.57367 -0.00375 2.69916 -0.314 -0.561 0.517
H -0.28854 1.37296 2.06565 0.028 0.658 0.354
```
Forces are in eV/Å.

ΔE to the lowest compared entry with this formula, charge and spin, kcal/mol: 9.6
LUMO, eV: 0.8
Net charge: 0
Gap between HOMO and LUMO, eV: 9.97
Highest occupied orbital energy, eV: -9.20
SMILES: CC[C@@](F)(C#N)N(C)CC1CCCCC1


No. 2
# C4HF3

2 unconnected molecules or ions with the total composition C4HF3 (wB97M-V/def2-TZVPD, OMol25).

```
8
Properties=species:S:1:pos:R:3:forces:R:3
C 1.18148 2.34226 0.68255 1.071 1.610 -0.530
C 0.58031 1.33028 1.14181 -2.535 -2.821 1.202
C -0.28220 0.34933 1.20571 1.767 0.271 -3.268
C -0.06617 -0.82482 -0.91412 0.781 0.258 3.253
F 1.11676 -1.49207 -1.02250 -1.789 0.991 -0.331
F -1.08541 -1.66954 -0.75821 0.501 0.256 -0.927
F -0.24624 0.09134 -1.83051 0.122 -0.770 -0.099
H -1.19854 -0.12677 1.49526 0.082 0.205 0.698
```
Forces are in eV/Å.

ΔE to the lowest compared entry with this formula, charge and spin, kcal/mol: 71.9
LUMO (spin up / spin down), eV: -1.8 / -2.1
Net charge: 0
Gap between HOMO and LUMO (spin up / spin down), eV: 7.54 / 7.00
Highest occupied orbital energy (spin up / spin down), eV: -9.37 / -9.11


| no. | maximum force (eV Å⁻¹) |
| --- | --- |
| 1 | 4.9 |
| 2 | 4.0 |